Molecular formula: C2H4N4
Method: DFT, wB97M-V/def2-TZVPD

Values from the calculation:
E_HOMO ... -8.71 eV
Energy above the lowest of the compared OMol25 structures with the same formula, charge and spin ... 171.0 kJ/mol
Spin multiplicity ... 1
Lowest unoccupied orbital energy ... 0.0323 Eh

Structure (XYZ):
```
10
C2H4N4 (wB97M-V/def2-TZVPD)
N 1.7709 0.1350 0.2139
C 0.4376 -0.1654 0.0295
C -0.5634 0.5914 -0.4736
N -1.7290 -0.0799 -0.1620
N -1.3887 -1.2682 0.4448
N -0.1174 -1.3432 0.5091
H 2.1296 0.7482 -0.5031
H 2.3354 -0.6899 0.3468
H -0.6641 1.5647 -0.9156
H -2.2109 0.5073 0.5100
```